Record 1
Formula: C13H52O13
Source: the Open Molecules 2025 dataset
Level of theory: ωB97M-V/def2-TZVPD

CARTESIAN COORDINATES (ANGSTROEM)
C -5.20543 -1.63479 2.56081
O -6.14997 -2.49532 2.03308
H -4.61736 -2.07214 3.36765
H -4.50761 -1.47413 1.73902
H -5.57909 -0.67845 2.92670
H -5.78158 -3.34303 1.77370
C 3.00299 -5.40740 -1.99711
O 2.16382 -6.23520 -1.21186
H 3.99283 -5.83734 -1.84392
H 2.78689 -5.52676 -3.05879
H 3.06084 -4.35978 -1.70175
H 2.25073 -7.07223 -1.67384
C 5.66783 -3.34429 2.44190
O 4.67366 -2.44165 2.81474
H 5.94483 -4.04031 3.23369
H 5.25640 -3.94866 1.63347
H 6.60694 -2.84656 2.20014
H 3.83452 -2.90411 2.75493
C 0.34093 6.42606 -0.13768
O 0.50770 7.37986 0.88778
H -0.71121 6.20464 -0.31677
H 0.72510 6.83559 -1.07192
H 0.84048 5.47557 0.04972
H 1.45694 7.43758 1.01894
C 1.02000 -4.65110 4.09622
O 1.11709 -4.17048 2.81545
H 0.84881 -3.78764 4.73907
H 0.14974 -5.28005 4.28371
H 1.88108 -5.22473 4.43917
H 1.15147 -4.88835 2.17898
C -1.09970 2.91564 4.50772
O -1.50982 3.46423 5.77766
H -0.16079 3.39257 4.22654
H -0.92396 1.84052 4.54443
H -1.86084 3.12725 3.75673
H -1.08332 2.94866 6.46604
C 5.24120 1.78826 -1.26198
O 5.67488 1.54579 -2.60294
H 4.29374 2.32508 -1.21472
H 5.06687 0.89008 -0.66953
H 5.99011 2.41564 -0.77862
H 6.50050 1.05930 -2.54556
C -0.06313 0.45234 0.08952
O -1.22670 0.70729 -0.75563
H 0.80326 0.02279 -0.41344
H 0.28506 1.36651 0.57031
H -0.28202 -0.25368 0.89060
H -0.88816 1.12805 -1.54933
C 0.55034 2.40677 -5.29521
O 0.01029 3.01895 -4.13411
H 0.62979 1.33638 -5.10535
H -0.10528 2.49772 -6.16123
H 1.48699 2.81445 -5.67545
H -0.22141 3.91981 -4.37158
C -1.65073 -3.29820 -4.21330
O -2.39775 -3.38600 -5.44613
H -1.82114 -4.10904 -3.50508
H -0.56623 -3.27880 -4.32087
H -1.83263 -2.33711 -3.73235
H -3.32247 -3.14842 -5.34599
C 4.99736 2.48984 4.01409
O 5.93943 1.47913 3.73776
H 4.48043 2.35333 4.96395
H 5.60946 3.39157 4.03168
H 4.31145 2.68990 3.19090
H 5.43067 0.68374 3.56423
C -6.42466 -1.05863 -3.61596
O -6.57721 -2.20940 -4.42113
H -5.44426 -0.58293 -3.64068
H -6.97654 -0.24718 -4.09038
H -6.64528 -1.29432 -2.57486
H -7.37481 -2.71658 -4.25328
C -5.81276 3.78497 -0.77631
O -5.22323 3.19885 0.33339
H -5.11254 4.31455 -1.42233
H -6.29431 2.99571 -1.35360
H -6.59429 4.44455 -0.39911
H -4.53520 2.61526 0.00528


Record 2
Formula: C2H4OS3
Source: the Open Molecules 2025 dataset
Level of theory: ωB97M-V/def2-TZVPD

CARTESIAN COORDINATES (ANGSTROEM)
C 2.20196 -0.45567 -0.29565
C 3.46304 -0.17068 -0.37502
O -3.27928 1.54149 -0.45099
S 0.72691 -0.98101 -0.22484
S -4.56702 -1.22129 -0.05607
S -2.88218 0.20022 0.07600
H 4.15112 -0.80295 -1.05793
H -4.89076 -0.35086 0.97804
H 3.96229 0.53589 0.40984
H -2.08222 -0.28205 -0.91761


Record 3
Formula: C3H4N4O
Source: the Open Molecules 2025 dataset
Level of theory: ωB97M-V/def2-TZVPD

As for the SMILES: [H]/N=N/c1c[nH]/c(=N\[H])o1.

CARTESIAN COORDINATES (ANGSTROEM)
H 0.11496 3.19742 -2.11623
N 0.24033 2.02980 -2.19729
N 0.01065 1.95045 -0.86084
C -0.12091 0.66420 -0.40445
C 0.75779 -0.36313 -0.44522
N 0.34995 -1.23513 0.28428
C -0.77253 -0.91518 1.13352
N -1.32063 -1.22367 2.24096
H -1.09020 -2.12517 2.47890
O -0.81686 0.44444 0.74755
H 1.72759 -0.22767 -1.01823
H 0.91986 -2.19635 0.15707


Record 4
Formula: C3H9NO3
Source: the Open Molecules 2025 dataset
Level of theory: ωB97M-V/def2-TZVPD

As for the SMILES: CC(=O)NCO.O.

CARTESIAN COORDINATES (ANGSTROEM)
C -1.00486 -1.81656 1.76331
C -0.20243 -1.39790 0.53916
O 0.08090 -2.20874 -0.29357
N 0.12754 -0.01170 0.37842
C -0.99560 0.82356 -0.00794
O -0.91826 1.98860 0.79811
H -1.09158 -1.06526 2.54550
H -0.49709 -2.66832 2.18931
H -2.02512 -2.07852 1.50729
H 0.45505 0.33156 1.27874
H -1.96252 0.33317 0.18288
H -0.89309 1.08680 -1.05737
H -1.56049 2.60525 0.43191
O 3.65659 1.42938 -3.07414
H 4.00533 0.86162 -3.76711
H 2.82563 1.78705 -3.41449


Values for LUMO energy, eV, ordered as above
0.0 -0.6 -0.2 0.7
Values for energy relative to the best compared isomer or geometry (same formula, charge and spin), kcal per mole, ordered as above
96.9 78.5 134.7 43.1